ORCA calculation (the ωB97M-V functional and the def2-TZVPD basis) on 2 unconnected molecules or ions with the total composition CH4N2O2 in a non-equilibrium geometry.

Energy above the lowest of the compared OMol25 structures with the same formula, charge and spin, kJ/mol: 169.8
Gap between HOMO and LUMO, Ha: 0.372
E_LUMO, Ha: 0.02734
SMILES: N=C=O.NO
Spin multiplicity: 1

Geometry as XYZ:
```
9
Properties=species:S:1:pos:R:3:forces:R:3:mulliken_charge:R:1
O 1.5418 -1.7772 0.3639 -1.4 0.0 -1.2 -0.42
N 1.0639 -0.5812 0.9667 0.6 2.2 -0.2 -0.39
N -2.2130 0.9985 -0.7870 -0.8 -0.2 -0.2 -0.39
O -0.0215 1.3305 -1.4981 2.9 0.5 -1.2 -0.40
H 0.7664 -1.9624 -0.2341 1.4 -0.2 0.9 0.34
H 1.4682 0.2857 0.4033 -0.6 -2.4 1.9 0.24
C -1.0885 1.2124 -1.1167 -2.6 -0.4 1.5 0.51
H 1.3747 -0.6367 1.9605 0.0 0.5 -1.4 0.23
H -2.8921 1.1304 -0.0587 0.6 0.1 -0.2 0.28
```
Forces are in eV/Å.